This record from the OMol25 dataset describes a 19-piece molecular cluster, C74H89F3N10O6 overall. The level of theory is ωB97M-V/def2-TZVPD.

Summary:
- gap between HOMO and LUMO (eV) = 9.29
- charge = 0
- E_HOMO (eV) = -8.982
- LUMO energy (eV) = 0.31

Positions of all 182 atoms, in Å:
N1 1.402 -5.368 -3.647
C1 1.830 -6.404 -2.807
C2 2.999 -7.173 -2.987
C3 3.675 -6.998 -4.211
C4 3.256 -6.025 -5.155
C5 2.155 -5.246 -4.761
H1 1.255 -6.568 -1.907
H2 3.289 -8.021 -2.385
H3 4.484 -7.657 -4.491
H4 3.803 -5.895 -6.077
H5 1.942 -4.414 -5.417
N2 -4.807 -0.856 -1.242
C6 -6.028 -0.669 -0.647
C7 -6.609 -1.669 0.108
C8 -5.897 -2.890 0.272
C9 -4.638 -3.077 -0.300
C10 -4.138 -2.015 -1.072
H6 -6.679 0.155 -0.898
H7 -7.590 -1.585 0.552
H8 -6.323 -3.697 0.851
H9 -4.103 -3.975 -0.027
H10 -3.183 -2.092 -1.572
N3 4.921 -6.023 -0.269
C11 5.680 -5.076 -0.787
C12 5.239 -3.778 -1.021
C13 3.956 -3.426 -0.626
C14 3.123 -4.380 0.011
C15 3.715 -5.667 0.155
H11 6.665 -5.448 -1.029
H12 5.837 -3.080 -1.588
H13 3.574 -2.427 -0.781
H14 2.075 -4.231 0.225
H15 3.142 -6.484 0.567
N4 -0.312 6.384 5.446
C16 -1.630 6.587 5.203
C17 -2.268 6.370 4.015
C18 -1.487 5.834 2.955
C19 -0.156 5.499 3.165
C20 0.381 5.838 4.431
H16 -2.067 6.838 6.159
H17 -3.333 6.459 3.853
H18 -1.902 5.681 1.970
H19 0.415 5.013 2.387
H20 1.389 5.531 4.668
N5 4.026 0.413 -5.210
C21 4.754 -0.658 -4.876
C22 4.258 -1.675 -4.099
C23 2.930 -1.627 -3.701
C24 2.135 -0.494 -3.972
C25 2.734 0.447 -4.805
H21 5.782 -0.741 -5.197
H22 4.862 -2.533 -3.842
H23 2.447 -2.402 -3.125
H24 1.075 -0.507 -3.765
H25 2.119 1.310 -5.014
N6 -0.281 2.391 -6.906
C26 -0.842 1.420 -6.126
C27 -0.993 1.481 -4.737
C28 -0.506 2.589 -4.110
C29 0.048 3.594 -4.851
C30 0.230 3.465 -6.234
H26 -1.283 0.592 -6.662
H27 -1.492 0.702 -4.179
H28 -0.482 2.690 -3.035
H29 0.262 4.490 -4.288
H30 0.726 4.241 -6.799
N7 3.415 -1.446 3.976
C31 3.991 -1.519 5.200
C32 5.175 -2.260 5.408
C33 5.807 -2.820 4.317
C34 5.229 -2.696 2.999
C35 4.037 -2.002 2.855
H31 3.445 -1.129 6.047
H32 5.553 -2.398 6.411
H33 6.786 -3.267 4.407
H34 5.733 -3.116 2.142
H35 3.552 -1.946 1.891
N8 -3.819 -0.016 4.801
C36 -3.253 -0.422 3.610
C37 -3.667 0.126 2.404
C38 -4.585 1.197 2.390
C39 -5.132 1.622 3.609
C40 -4.721 1.012 4.781
H36 -2.606 -1.285 3.676
H37 -3.275 -0.221 1.459
H38 -4.768 1.664 1.434
H39 -5.827 2.447 3.561
H40 -5.047 1.406 5.732
N9 -1.706 -2.010 6.917
C41 -2.079 -3.283 6.628
C42 -1.439 -4.024 5.640
C43 -0.424 -3.447 4.912
C44 -0.123 -2.057 5.175
C45 -0.820 -1.390 6.144
H41 -2.875 -3.724 7.209
H42 -1.700 -5.070 5.563
H43 0.090 -3.942 4.102
H44 0.686 -1.663 4.577
H45 -0.622 -0.372 6.445
N10 0.166 -1.561 0.633
C46 0.183 -0.466 1.463
C47 -0.170 0.832 1.028
C48 -0.598 0.950 -0.258
C49 -0.678 -0.165 -1.140
C50 -0.238 -1.375 -0.632
H46 0.555 -0.685 2.453
H47 -0.101 1.665 1.712
H48 -0.983 1.870 -0.674
H49 -1.093 -0.005 -2.124
H50 -0.202 -2.258 -1.254
C51 -1.662 -4.533 1.555
O1 -0.230 -4.379 1.589
H51 -2.034 -3.567 1.215
H52 -1.967 -5.413 0.988
H53 -2.032 -4.665 2.572
H54 0.003 -3.487 1.321
C52 -4.905 -0.305 -4.678
O2 -4.054 0.156 -3.677
H55 -4.355 -0.822 -5.465
H56 -5.561 -1.058 -4.239
H57 -5.509 0.434 -5.204
H58 -4.305 -0.191 -2.818
C53 5.119 0.382 -1.504
O3 5.464 0.942 -0.216
H59 4.103 0.003 -1.617
H60 5.177 1.187 -2.236
H61 5.821 -0.419 -1.736
H62 6.381 1.226 -0.235
C54 -5.164 2.909 -1.602
O4 -3.835 2.582 -1.746
H63 -5.707 2.698 -2.522
H64 -5.550 2.224 -0.847
H65 -5.319 3.940 -1.283
H66 -3.778 1.777 -2.267
C55 -1.862 -5.275 -2.297
O5 -0.915 -4.220 -2.487
H67 -2.812 -4.966 -1.861
H68 -2.119 -5.604 -3.304
H69 -1.535 -6.084 -1.645
H70 -0.247 -4.570 -3.081
C56 -0.880 -2.491 -5.496
O6 -2.072 -1.992 -6.063
H71 0.051 -1.926 -5.523
H72 -1.099 -2.546 -4.429
H73 -0.764 -3.527 -5.817
H74 -1.989 -2.117 -7.012
F1 -0.849 1.551 4.305
C57 0.307 1.945 4.900
C58 1.454 1.813 4.125
C59 2.701 2.216 4.603
C60 2.786 2.737 5.846
C61 1.657 2.975 6.617
C62 0.403 2.498 6.184
H75 1.431 1.410 3.123
H76 3.598 2.053 4.025
H77 3.699 3.147 6.253
H78 1.701 3.375 7.619
H79 -0.489 2.732 6.748
F2 2.170 4.200 -2.526
C63 2.475 4.157 -1.203
C64 2.585 5.347 -0.515
C65 2.918 5.364 0.854
C66 3.228 4.229 1.509
C67 3.196 2.998 0.787
C68 2.767 2.995 -0.551
H80 2.378 6.233 -1.096
H81 3.043 6.313 1.355
H82 3.532 4.284 2.544
H83 3.512 2.073 1.246
H84 2.634 2.099 -1.137
F3 -0.719 5.265 -0.509
C69 -1.795 6.012 -0.838
C70 -2.660 5.581 -1.864
C71 -3.774 6.257 -2.223
C72 -3.894 7.585 -1.757
C73 -3.072 7.993 -0.714
C74 -2.023 7.216 -0.289
H85 -2.515 4.570 -2.216
H86 -4.432 5.847 -2.976
H87 -4.739 8.176 -2.079
H88 -3.186 8.951 -0.228
H89 -1.300 7.681 0.365

This record from the OMol25 dataset describes a 3-piece molecular cluster, C26H54BN2O8S overall. The level of theory is ωB97M-V/def2-TZVPD.

Summary:
- gap between HOMO and LUMO (eV) = 7.83
- charge = +1
- E_HOMO (eV) = -10.855
- LUMO energy (eV) = -3.03

Positions of all 92 atoms, in Å:
C1 -5.842 -0.113 -0.515
C2 -4.750 0.647 -0.343
C3 -3.927 0.507 0.872
N1 -2.863 -0.274 0.938
B1 -2.336 -1.148 -0.219
C4 -2.437 -2.691 -0.077
O1 -1.794 -0.495 -1.290
C5 -2.324 -0.219 2.224
C6 -1.132 -1.001 2.650
C7 0.135 -0.698 1.812
O2 0.348 -1.700 0.835
C8 1.503 -2.510 1.047
C9 1.425 -3.357 2.313
C10 -3.099 0.619 2.948
C11 -3.022 1.033 4.379
C12 -1.706 1.718 4.774
C13 -1.638 1.899 6.306
C14 -0.694 0.900 6.982
N2 -4.102 1.064 2.084
S1 -5.386 2.139 2.416
H1 -6.530 -0.340 0.294
H2 -6.102 -0.513 -1.490
H3 -4.468 1.357 -1.115
H4 -2.890 -2.985 0.872
H5 -1.451 -3.151 -0.123
H6 -3.079 -3.081 -0.873
H7 -2.487 -0.308 -1.938
H8 -1.355 -2.059 2.488
H9 -0.933 -0.885 3.712
H10 1.004 -0.600 2.466
H11 -0.022 0.225 1.248
H12 1.568 -3.175 0.184
H13 2.393 -1.873 1.055
H14 2.124 -4.189 2.250
H15 0.409 -3.715 2.479
H16 1.708 -2.762 3.186
H17 -3.839 1.713 4.620
H18 -3.171 0.149 5.007
H19 -0.838 1.164 4.417
H20 -1.682 2.714 4.325
H21 -1.394 2.926 6.575
H22 -2.637 1.705 6.709
H23 0.348 1.212 6.917
H24 -0.965 0.788 8.032
H25 -0.803 -0.091 6.531
H26 -4.730 3.287 2.177
C15 2.890 -2.513 -2.617
O3 1.642 -3.005 -3.051
C16 0.626 -2.017 -3.009
C17 -0.471 -2.334 -4.000
O4 -0.157 -2.022 -5.343
C18 0.756 -2.877 -6.020
C19 0.174 -4.212 -6.418
O5 0.094 -5.084 -5.303
C20 -0.923 -6.050 -5.439
H27 2.860 -2.222 -1.560
H28 3.621 -3.309 -2.743
H29 3.203 -1.649 -3.214
H30 1.044 -1.029 -3.237
H31 0.199 -1.997 -1.998
H32 -1.321 -1.690 -3.757
H33 -0.798 -3.371 -3.895
H34 1.675 -3.008 -5.447
H35 1.011 -2.344 -6.937
H36 0.825 -4.668 -7.176
H37 -0.820 -4.059 -6.855
H38 -1.903 -5.575 -5.569
H39 -0.938 -6.641 -4.526
H40 -0.732 -6.715 -6.289
C21 5.495 5.090 1.542
O6 4.225 4.600 1.170
C22 3.229 5.606 1.173
C23 2.093 5.240 0.244
O7 2.370 5.448 -1.129
C24 3.250 4.540 -1.773
C25 2.642 3.188 -2.062
O8 2.594 2.391 -0.887
C26 1.562 1.439 -0.918
H41 5.497 5.441 2.580
H42 6.204 4.271 1.445
H43 5.809 5.909 0.886
H44 3.653 6.567 0.860
H45 2.834 5.709 2.194
H46 1.262 5.914 0.465
H47 1.754 4.218 0.435
H48 4.189 4.436 -1.225
H49 3.479 5.006 -2.734
H50 3.261 2.672 -2.808
H51 1.634 3.325 -2.472
H52 0.583 1.922 -1.036
H53 1.579 0.914 0.035
H54 1.710 0.712 -1.725

This record from the OMol25 dataset describes C41H35N7O2Os as an isolated structure. The level of theory is ωB97M-V/def2-TZVPD.

Summary:
- gap between HOMO and LUMO (spin up / spin down) (eV) = 7.55 / 5.57
- 2S+1 = 5
- energy relative to the best compared isomer or geometry (same formula, charge and spin) (kJ/mol) = 4.4
- charge = +2
- E_HOMO (spin up / spin down) (eV) = -13.512 / -13.507
- LUMO energy (spin up / spin down) (eV) = -5.96 / -7.94

Positions of all 86 atoms, in Å:
Os1 0.169 0.307 -0.256
O1 -1.148 1.376 -1.103
C1 -2.565 1.229 -0.988
C2 -2.875 -0.184 -1.488
C3 -2.350 -1.347 -0.689
C4 -3.127 -2.491 -0.653
C5 -2.728 -3.585 0.088
C6 -1.561 -3.493 0.825
C7 -0.793 -2.349 0.769
C8 0.460 -2.281 1.593
C9 1.716 -2.106 0.728
O2 1.634 -0.769 0.228
C10 3.010 -2.189 1.526
C11 3.038 -2.204 2.914
C12 4.252 -2.237 3.591
C13 5.442 -2.244 2.884
C14 5.420 -2.221 1.494
C15 4.211 -2.198 0.821
C16 1.699 -3.111 -0.418
C17 1.815 -4.464 -0.106
C18 1.751 -5.423 -1.103
C19 1.577 -5.041 -2.428
C20 1.478 -3.698 -2.747
C21 1.538 -2.736 -1.744
N1 -1.167 -1.295 -0.018
C22 -3.238 2.211 -1.942
C23 -2.552 2.711 -3.041
C24 -3.193 3.557 -3.936
C25 -4.522 3.900 -3.743
C26 -5.211 3.396 -2.648
C27 -4.571 2.558 -1.749
C28 -2.945 1.529 0.457
C29 -3.648 0.656 1.278
C30 -3.991 1.031 2.576
C31 -3.642 2.283 3.056
C32 -2.941 3.166 2.238
C33 -2.594 2.790 0.951
H1 -2.472 -0.227 -2.504
H2 -3.953 -0.307 -1.584
H3 -4.052 -2.505 -1.212
H4 -3.326 -4.486 0.110
H5 -1.230 -4.312 1.447
H6 0.525 -3.199 2.173
H7 0.407 -1.444 2.295
H8 2.124 -2.202 3.494
H9 4.262 -2.266 4.672
H10 6.387 -2.278 3.410
H11 6.347 -2.237 0.937
H12 4.197 -2.203 -0.263
H13 1.983 -4.768 0.922
H14 1.849 -6.470 -0.848
H15 1.536 -5.790 -3.208
H16 1.365 -3.394 -3.780
H17 1.494 -1.686 -2.011
H18 -1.513 2.450 -3.193
H19 -2.652 3.950 -4.787
H20 -5.019 4.559 -4.441
H21 -6.248 3.663 -2.490
H22 -5.115 2.183 -0.889
H23 -3.965 -0.314 0.915
H24 -4.552 0.347 3.199
H25 -3.929 2.580 4.056
H26 -2.684 4.152 2.601
H27 -2.075 3.486 0.303
N2 -0.381 1.050 2.932
C34 0.685 1.777 2.514
N3 1.465 2.357 3.397
C35 2.525 3.014 2.906
N4 3.338 3.618 3.755
N5 2.833 3.108 1.582
C36 2.018 2.483 0.790
N6 0.911 1.817 1.175
C37 2.295 2.449 -0.667
C38 3.214 3.286 -1.263
C39 3.399 3.198 -2.636
C40 2.663 2.276 -3.362
C41 1.762 1.466 -2.695
N7 1.586 1.553 -1.375
H28 -0.556 1.111 3.926
H29 -1.223 1.106 2.366
H30 3.156 3.572 4.744
H31 4.143 4.113 3.411
H32 3.761 3.987 -0.650
H33 4.109 3.845 -3.133
H34 2.779 2.177 -4.432
H35 1.166 0.732 -3.221

This record from the OMol25 dataset describes a 2-piece molecular cluster, C2H7N2OS overall. The level of theory is ωB97M-V/def2-TZVPD.

Summary:
- gap between HOMO and LUMO (eV) = 10.71
- energy relative to the best compared isomer or geometry (same formula, charge and spin) (kJ/mol) = 117.0
- charge = +1
- E_HOMO (eV) = -14.186
- LUMO energy (eV) = -3.48

Positions of all 13 atoms, in Å:
C1 0.987 0.865 0.046
C2 -2.952 -0.716 -0.128
N1 1.997 1.541 0.530
N2 1.022 -0.416 -0.237
O1 -1.771 -0.554 0.160
S1 2.515 -1.340 -0.319
H1 -3.137 -0.992 -1.185
H2 -3.688 -0.585 0.732
H3 1.927 2.594 0.540
H4 2.823 1.067 0.681
H5 0.037 -0.960 -0.376
H6 -0.085 1.374 0.164
H7 2.407 -1.682 -1.641

This record from the OMol25 dataset describes a single C5H10N2S molecule. The level of theory is ωB97M-V/def2-TZVPD.

Summary:
- gap between HOMO and LUMO (eV) = 8.46
- energy relative to the best compared isomer or geometry (same formula, charge and spin) (kJ/mol) = 264.5
- SMILES string = CC[C@H](C=S)/N=C\N
- charge = 0
- E_HOMO (eV) = -8.568
- LUMO energy (eV) = -0.10

Positions of all 18 atoms, in Å:
C1 2.972 -0.108 -0.055
C2 1.900 -1.032 0.707
C3 0.407 -0.445 0.463
C4 -0.030 -0.580 -0.947
S1 -1.434 -0.849 -1.602
N1 0.296 1.020 0.764
C5 -0.732 1.675 1.117
N2 -2.128 1.217 1.192
H1 2.800 -0.060 -1.178
H2 2.850 1.001 0.208
H3 3.925 -0.570 0.092
H4 2.035 -1.009 1.695
H5 1.961 -2.134 0.501
H6 -0.242 -1.019 1.202
H7 1.025 -0.303 -1.481
H8 -0.672 2.687 1.403
H9 -2.892 1.934 1.070
H10 -2.122 0.341 0.715

Number 1: strongest force on any atom 3.325 eV/Å. Number 2: strongest force on any atom 1.258 eV/Å. Number 3: strongest force on any atom 0.372 eV/Å. Number 4: strongest force on any atom 3.739 eV/Å. Number 5: strongest force on any atom 5.159 eV/Å.